No. 1
Density functional theory data (ωB97M-V/def2-TZVPD) for a structure of composition C58H56F36N13O20PS10 in a non-equilibrium geometry.

ORCA input file:
```
! wB97M-V def2-TZVPD RIJCOSX def2/J DEFGRID3
* xyz 2 1
S 5.1176 3.6411 0.7459
S 5.9240 6.2865 1.4345
S 4.2213 -4.8586 0.5152
S -0.2251 0.9383 5.2219
S -4.7616 1.5323 -1.6183
S -2.3097 -0.5057 -6.1002
S -1.2370 0.6769 -3.8234
S 4.4060 -3.5379 -1.9901
S 2.2369 1.9527 6.1303
S -2.7460 1.6365 0.2400
P -2.3574 -5.6198 -0.4300
F -3.0601 -5.2519 0.9872
F 6.8445 -4.7276 0.7576
F 4.7330 1.7544 -0.9506
F 7.3152 8.0458 0.1188
F -0.4730 0.7866 -0.6673
F 5.7991 -3.0023 1.7068
F -2.0594 -4.0205 -0.6109
F 4.1106 0.2003 6.4074
F 5.1589 8.4941 0.0807
F -2.3540 0.7935 -8.5127
F 5.8046 -4.9201 2.6194
F 4.4980 2.1191 7.1051
F -1.4298 -0.7432 0.4212
F -6.6787 0.1072 -2.5844
F 3.3478 0.7444 8.3661
F -5.1343 -1.1182 -1.5696
F -0.6243 0.8734 1.4798
F 4.7093 -1.4704 -0.2974
F -1.6674 -5.8501 -1.8781
F 6.0328 6.9617 -1.1798
F -0.9922 -5.8452 0.3485
F 6.4975 2.9446 -1.2792
F 5.0519 -1.0854 -2.4128
F -1.2518 1.5746 7.4660
F -3.7996 -0.7185 -8.1556
F 0.6526 -1.0218 -4.7790
F 1.3082 0.9760 -4.7896
F -4.7634 -0.3169 -3.5090
F -4.0538 1.1842 -7.1603
F -3.7940 -5.3979 -1.2129
F -2.7361 0.8100 6.0799
F 4.6760 3.8375 -1.8234
F 1.2202 -0.1374 -2.9526
F -1.3665 -0.6060 7.0714
F 6.5925 -2.1124 -1.2558
F -2.7438 -7.1504 -0.2808
O -0.5200 2.2135 4.6197
O 1.8885 2.9339 7.1099
O 3.0215 -3.1856 -2.0299
O 4.9997 6.9035 2.3788
O -3.5307 -1.0755 -5.6069
O -1.0986 1.9825 -3.2322
O -1.9471 -0.3456 -3.0566
O 5.0850 -3.9792 -3.1449
O -1.3185 -1.3848 -6.5804
O -3.3021 1.4885 1.5845
O 6.3086 3.0187 1.3036
O 3.8687 3.2451 1.2933
O -2.2686 2.9580 0.0020
O -5.7928 1.8167 -0.5699
O 4.0342 -6.2654 0.9093
O -4.7409 2.4066 -2.7684
O 7.2443 5.9456 1.8697
O 3.2485 -3.8818 1.0145
O -0.4780 -0.2481 4.4782
O 2.8790 2.3430 4.9141
N -5.8354 0.8355 3.4693
N 5.1305 0.3061 3.6055
N 1.6825 5.0071 2.6908
N -1.7106 -3.5567 -4.2054
N 0.1350 4.8956 -3.9841
N -1.6968 0.7324 -5.3457
N 4.6814 -4.7092 -0.9364
N -0.3220 -4.0421 3.7412
N -9.0547 2.5741 -2.2592
N -3.4208 1.0380 -1.0158
N 4.1195 -7.1193 -3.0470
N 1.1944 0.8670 5.9619
N 5.2644 5.1509 0.5685
C 3.0257 -1.4639 3.6546
C -9.3483 2.6718 -3.7944
C 0.1855 -3.7992 -2.8540
C 4.2570 -1.8572 4.1082
C 5.2679 3.0407 -0.9214
C -1.2321 0.5312 0.3475
C 6.0572 7.5067 0.0589
C -4.7218 0.2774 4.2348
C -7.5206 2.0047 1.5940
C 1.9605 -5.4389 -3.5003
C -8.1917 2.4050 0.3894
C -9.5062 1.5641 -1.4657
C -3.1695 0.2660 -7.6095
C -6.8669 2.7683 2.5301
C -0.5075 4.7253 -1.7394
C 1.4236 5.0333 -3.6434
C -1.2050 -4.2851 -5.2102
C 0.7665 4.8400 -1.3532
C 1.3894 -2.9861 4.8989
C -0.8418 4.7338 -3.0751
C 0.7608 -4.6362 -3.8223
C 1.0375 -2.4988 2.5762
C -7.4188 0.6239 1.7059
C 0.8343 4.0209 2.3162
C 2.9392 -5.6406 -4.4453
C 3.9185 0.6925 3.1592
C 0.0785 -4.7638 -5.0753
C -7.8086 3.4721 -0.4053
C 5.3069 -0.9781 4.0487
C -9.1480 1.5357 -0.1289
C 1.7548 5.0915 -2.3151
C -0.2188 4.5718 -5.4252
C -1.2135 -5.2624 3.6842
C 0.3085 -3.8289 4.8692
C -5.3528 -0.1213 -2.3622
C -6.5306 0.0487 2.6159
C 2.8470 -0.1905 3.1421
C 2.0293 5.2368 4.1719
C 0.5526 0.0924 -4.0800
C 5.2922 -1.9823 -1.4615
C -3.2036 -3.4147 -4.0452
C 1.8775 5.8090 0.4749
C -0.0151 -3.3346 2.6694
C 3.5416 1.1800 7.1396
C 3.9530 -6.5497 -4.2445
C -1.0604 -3.2356 -3.0590
C 5.7898 -4.3232 1.4653
C -1.4613 0.6330 6.5537
C 6.2733 1.2060 3.8154
C 2.2254 5.8506 1.8345
C 3.1950 -6.9178 -2.0724
C 1.0317 4.8378 0.0538
C -6.1048 2.1561 3.5067
C 1.8047 -2.3216 3.7256
C -8.3520 3.5679 -1.7111
C 5.3614 -7.8737 -2.7083
C 0.4847 3.9223 0.9832
C 2.0790 -6.1559 -2.3480
H -4.6561 0.6235 5.2416
H 1.9127 6.3055 4.3885
H 1.9440 0.1490 2.6550
H 2.1965 5.1970 -4.3680
H -7.0449 3.8568 2.5976
H -0.1989 3.1665 0.7033
H 2.2513 6.5263 -0.2426
H -10.3735 2.3504 -3.7690
H 0.6944 -3.5470 -1.9669
H -7.2017 4.2578 0.0419
H 1.2479 -6.0469 -1.6424
H 4.6906 -6.6713 -5.0040
H -0.0694 -4.3397 5.7506
H -7.8916 -0.0962 1.0247
H -0.6371 -3.6195 1.7699
H 2.9174 6.5755 2.2188
H 6.0191 2.1915 3.3582
H -8.0731 4.4020 -2.3694
H -3.5743 -3.9337 -3.1325
H 5.9434 -8.1078 -3.6312
H 3.1051 4.9940 4.2385
H -1.5823 -2.7795 -2.2481
H 6.3480 -1.2641 4.4848
H -4.8705 -0.8030 4.2405
H -9.1624 3.6506 -4.2099
H 3.0008 -5.0543 -5.3436
H 1.3562 -2.2599 1.5914
H 1.9757 -2.7734 5.8113
H -3.6189 -3.9271 -4.9109
H -3.7672 0.4439 3.6954
H -1.1216 5.0652 -5.7771
H 5.9695 -7.2862 -2.0297
H -1.2360 4.6707 -0.9710
H 4.9959 -8.7438 -2.1999
H -0.7248 -5.9889 3.1380
H 1.3588 4.5289 4.7349
H -1.7724 -4.3372 -6.1652
H 3.3721 -7.3902 -1.0916
H -10.2063 0.8263 -1.7934
H 0.4606 3.4246 3.1280
H 0.6684 4.7648 -6.0422
H 2.7898 5.2731 -2.1064
H -1.7914 4.4601 -3.4427
H 4.2954 -2.9123 4.4606
H 7.1522 0.8133 3.3121
H -3.4817 -2.3771 -4.0380
H -2.1055 -4.9587 3.2212
H 0.4400 -5.2866 -5.9425
H -1.3403 -5.5704 4.7310
H -5.6244 2.7380 4.2615
H -9.5751 0.7432 0.3756
H 6.4676 1.2490 4.8753
H -0.4905 3.5167 -5.4373
H -6.4773 -1.0644 2.6482
H 3.8003 1.6857 2.7812
H -8.7024 1.9094 -4.2679
*
```

No. 2
Density functional theory data (ωB97M-V/def2-TZVPD) for a structure of composition C58H56N7OPTaTe.

Results
ΔE to the lowest compared entry with this formula, charge and spin in kcal/mol: 0.0

ORCA input file:
```
! wB97M-V def2-TZVPD RIJCOSX def2/J DEFGRID3
* xyz 3 1
Ta 0.2649 0.5432 -0.4961
Te -0.5149 -2.0414 1.4575
P -2.0868 0.9578 0.8267
O -1.1602 1.3000 -2.0060
N -0.1794 2.9460 -0.4881
N -0.8538 1.3463 -4.2249
N 2.4734 -0.7663 1.3399
N -0.2810 -1.1618 -2.3257
N 2.0152 -0.9468 0.1864
N -2.2497 2.6241 0.5875
N 3.9724 4.2691 0.8966
C 2.4151 0.4068 3.3739
C -3.7795 1.2432 2.9202
C -1.4968 1.7339 -3.1396
C -3.5727 0.2463 0.0730
C -5.9191 -0.7974 -1.0043
C 0.3109 0.4733 -4.1393
C 1.8865 -3.8745 1.7816
C -0.8502 -3.0920 -4.3031
C -2.4928 0.7775 2.6047
C 4.3352 2.4780 -1.1756
C 0.9964 2.2999 3.6349
C -2.6055 2.7220 -3.3257
C 2.3429 -2.8167 -1.4031
C 4.5754 -3.4615 -2.0296
C -0.3211 -1.8532 -4.6279
C -3.4991 -4.7720 2.8718
C 0.2822 5.1111 -1.4524
C 4.1188 4.7162 2.2742
C 2.2093 1.3934 -0.8783
C 1.9689 1.4541 4.1542
C -1.1396 -3.3271 -2.9755
C 2.5316 0.6154 -1.9869
C 3.0038 3.1980 0.8009
C -4.0603 -4.5390 0.5476
C 0.2990 -4.7026 0.1596
C 3.6218 5.3867 0.0362
C -3.0392 -3.6126 0.3847
C 1.0898 -5.8239 -0.0375
C 5.0931 -2.4744 -1.2002
C -0.8503 5.6529 -0.8463
C 4.2440 -1.6603 -0.4725
C 3.6692 0.8063 -2.7645
C -0.0799 -0.9040 -3.6482
C -1.6646 4.8129 -0.1313
C 0.5720 3.7889 -1.2423
C -3.4327 0.7467 5.2404
C 3.2016 -3.6348 -2.1220
C -4.2406 1.2392 4.2239
C 2.6768 -4.9960 1.5684
C 0.4496 2.0799 2.3778
C -2.2390 -3.2809 1.4686
C -4.2038 0.8818 -0.9933
C -1.6906 0.2981 3.6375
C -5.3712 0.3655 -1.5302
C -2.4740 -3.8490 2.7179
C -5.3087 -1.4243 0.0723
C -1.3319 3.4561 -0.0137
C -4.1459 -0.9024 0.6180
C -2.1649 0.2759 4.9418
C 0.7130 -3.7232 1.0547
C 1.8737 0.2274 2.0992
C 2.2841 -5.9640 0.6566
C 0.8555 1.0286 1.5483
C -4.2889 -5.1216 1.7862
C 4.5789 1.7520 -2.3413
C -0.8284 -2.3528 -2.0460
C 2.8673 -1.8354 -0.5777
C 3.1687 2.3374 -0.4373
H -2.5777 5.1701 0.3260
H 2.7946 -4.4230 -2.7408
H -0.6909 -0.0543 3.4552
H -1.0971 6.7003 -0.9514
H 2.6562 5.8338 0.3223
H 6.1624 -2.3352 -1.1220
H 2.3817 1.6248 5.1383
H -2.7031 3.3460 -2.4401
H 1.2800 -2.9973 -1.4385
H -4.4488 1.5919 2.1419
H -4.6817 -4.8014 -0.2982
H -5.8733 0.8831 -2.3368
H 1.4554 3.3686 -1.6909
H -3.6746 -5.2180 3.8409
H -1.8578 -3.5906 3.5704
H 3.1976 -0.2618 3.7072
H 3.1792 5.1190 2.6833
H -1.0035 -2.5476 -1.0033
H 1.9753 3.5847 0.8617
H -5.7504 -2.3090 0.5097
H 0.9484 5.7077 -2.0572
H 4.8725 5.4990 2.3242
H -1.1515 1.7004 -5.1222
H -5.2334 1.6069 4.4434
H 3.5910 -5.1210 2.1323
H 4.6416 -0.8765 0.1578
H -5.0839 -5.8445 1.9056
H -3.7930 0.7295 6.2597
H -0.3063 2.7800 2.0608
H 4.4484 3.8880 2.9008
H -3.5466 2.2005 -3.5035
H 2.1882 -3.1401 2.5138
H 1.9243 -0.2532 -2.2461
H 0.6496 3.1415 4.2199
H 0.7390 0.3875 -5.1351
H 5.4982 1.9113 -2.8882
H 3.8606 0.1781 -3.6238
H 5.0672 3.1896 -0.8184
H -3.0357 3.0940 1.0233
H 4.3872 6.1576 0.1019
H -0.1045 -1.6061 -5.6579
H -1.0394 -3.8345 -5.0663
H -0.6430 -4.6150 -0.3663
H -3.7208 -1.3720 1.4949
H 0.7683 -6.5944 -0.7251
H 1.0480 0.9754 -3.5224
H 3.1345 2.5520 1.6730
H -3.8126 1.8188 -1.3552
H -2.9139 -3.1503 -0.5854
H 2.8968 -6.8417 0.5042
H -1.5791 -4.2571 -2.6436
H 3.5617 5.0644 -1.0049
H -2.4040 3.3581 -4.1858
H -1.5291 -0.1061 5.7292
H 5.2417 -4.0967 -2.5963
H -6.8376 -1.1951 -1.4134
*
```

No. 3
Density functional theory data (ωB97M-V/def2-TZVPD) for a structure of composition C58H58F6N8O3Ta in a non-equilibrium geometry.

Results
ΔE to the lowest compared entry with this formula, charge and spin in kcal/mol: 44.7

ORCA input file:
```
! wB97M-V def2-TZVPD RIJCOSX def2/J DEFGRID3
* xyz 1 1
Ta 1.4598 1.4233 -0.0593
F 2.3964 4.0115 -0.5978
F 4.3046 3.7935 -2.3525
F 5.7965 3.3729 -0.8522
F 4.9165 5.3494 -0.9929
F 3.4969 2.0981 -0.2576
F -3.5223 -1.7984 -3.2686
O 0.5238 2.7704 0.9223
O -0.4427 0.6985 -0.3594
O -0.8534 3.8281 2.3459
N 2.4223 -0.4236 -0.4761
N 1.0880 1.8734 -2.0471
N -6.1445 -0.8808 -2.6814
N 0.7877 4.6015 -5.6261
N -8.3533 -2.1145 -3.9380
N 1.9268 0.7007 1.8449
N -4.1501 2.1564 0.5129
N -2.6004 2.0235 -4.1861
C 1.3396 -2.3409 -1.5487
C 4.2343 -0.1700 -2.9743
C 0.0402 1.4899 5.5535
C 2.2822 -1.2938 -1.6239
C -7.4076 -1.2279 -4.7075
C -0.6670 3.0524 1.4528
C 2.7542 -1.9061 -3.8887
C -3.6877 -0.8450 -2.3254
C 5.1797 -0.0099 -1.7867
C 1.0858 -3.0970 -2.6866
C -2.7444 0.6505 -0.7245
C 3.0533 -1.1120 -2.7798
C -0.4252 0.5095 4.6993
C -0.3153 -0.8782 2.6286
C -7.0147 -1.7496 -1.9149
C 0.5296 2.3378 -2.9684
C 1.8422 1.9993 3.9972
C -5.4611 2.7562 0.8023
C -3.0604 2.7088 1.0465
C -6.0389 -1.3107 -4.0627
C 1.3276 1.0274 3.1288
C -1.7723 2.3156 0.7669
C -2.5889 -0.3312 -1.7099
C 4.6583 4.0372 -1.0747
C 5.5480 -4.0759 1.9821
C 0.2166 -2.2225 3.1341
C -8.4166 -1.7084 -2.4911
C 2.7827 -0.3641 1.8466
C 5.3545 -4.0200 0.6254
C 3.5455 -1.0939 4.2702
C -0.8814 -2.7256 -0.3748
C -1.5145 2.4057 -4.1310
C 2.6168 4.2601 3.3032
C 3.6199 3.7039 0.0031
C 3.4629 -1.1289 2.9057
C -5.1384 0.5605 -1.0402
C 0.1991 0.2645 3.4840
C 4.1531 -2.1568 2.2132
C -4.9865 -0.4064 -2.0134
C 4.2779 2.3244 3.1215
C 4.5417 -3.0288 0.0151
C 4.9292 -3.1211 2.8325
C 3.0523 -0.9391 0.6223
C -1.5755 1.2328 -0.1078
C 1.7653 -2.8660 -3.8675
C 5.0136 -3.0530 4.2498
C 1.1559 2.2123 5.1953
C 0.6479 -2.7840 -0.2714
C -1.8442 -0.9386 2.5703
C 3.0595 2.8945 3.8355
C -5.9371 3.6633 -0.3185
C -0.1790 2.8611 -4.0106
C 4.3378 -2.0730 4.9287
C 3.8120 1.1821 -3.5444
C 1.0878 -4.2064 0.0969
C 3.9444 -2.0927 0.8135
C -4.0242 1.1135 -0.3992
C 0.3612 3.8259 -4.8964
H -6.0489 3.1304 -1.2598
H 5.9836 0.6701 -2.0667
H 3.4771 4.9203 3.2109
H 3.3353 -1.7604 -4.7905
H 4.8176 -0.6631 -3.7601
H 1.5555 -3.4547 -4.7498
H 5.6098 -3.7758 4.7886
H 1.5387 2.9697 5.8666
H 0.6868 -4.9311 -0.6123
H -6.1305 0.9369 -0.8503
H 2.1654 4.1815 2.3164
H 1.8908 4.7155 3.9777
H 4.1148 2.1599 2.0684
H -1.3371 -3.3759 0.3715
H -0.0821 -3.0270 2.4651
H 3.3863 3.0611 4.8693
H -1.2779 -0.0858 4.9926
H 4.4000 -3.0412 -1.0565
H 4.4075 -2.0346 6.0070
H -5.2308 4.4755 -0.4782
H 3.1550 1.0613 -4.4073
H -6.1627 1.9485 1.0176
H -6.6456 -2.7897 -1.9164
H 1.3021 -2.2306 3.2137
H -7.8155 -0.2192 -4.6477
H -8.8182 -0.6957 -2.4799
H 5.0926 3.0447 3.2001
H 0.3605 -3.8988 -2.6363
H 2.1718 -4.3085 0.1061
H -8.0160 -3.0833 -3.9959
H -3.2108 3.5306 1.7348
H 3.2994 1.7846 -2.7983
H -7.0564 -1.4260 -0.8749
H -5.3402 3.3200 1.7260
H -9.0987 -2.3877 -1.9816
H -1.6020 -0.6596 -2.0008
H -0.1919 -2.4383 4.1226
H 0.9481 -2.1242 0.5433
H -9.2860 -2.1008 -4.3587
H 5.8310 -4.7561 -0.0068
H -1.2323 -3.0535 -1.3540
H -2.1568 -1.7245 1.8818
H 4.6907 1.7436 -3.8596
H -0.4553 1.6789 6.4954
H -7.4009 -1.5678 -5.7418
H -1.2481 -1.7152 -0.2007
H -2.2723 -1.1766 3.5426
H 3.0270 -0.3478 4.8564
H -5.6476 -2.3335 -4.1566
H 4.6953 0.4141 -0.9126
H -5.3656 -0.6529 -4.6115
H -6.8975 4.0975 -0.0505
H 6.1727 -4.8485 2.4080
H 0.7160 -4.4681 1.0874
H 0.0510 -0.7267 1.6097
H 5.6332 -0.9587 -1.5043
H -2.2833 0.0062 2.2442
H 4.6111 1.3951 3.5836
*
```

Respective E values: -12378.2879 -3367.8379 -3564.7986 hartree.
Respective orbital gap values: 6.4 5.8 5.0 eV.